Here is a molecular structure, C19H40AuNP3S at a distorted geometry from OMol25. Energies are from ωB97M-V/def2-TZVPD.

XYZ file:
```
65
Properties=species:S:1:pos:R:3:mulliken_spin:R:1
Au 0.193 0.477 -0.558 0.27
P 1.788 0.976 1.099 0.22
P -1.788 1.516 0.799 -0.03
P 0.888 1.704 -2.498 0.23
H -1.206 -2.955 3.026 0.00
C -1.051 -3.568 2.129 0.00
C 0.169 -3.968 1.737 0.00
H 1.090 -3.688 2.271 0.00
C 1.546 -0.080 2.550 0.02
C 1.748 2.707 1.672 0.01
C 3.482 0.699 0.502 0.01
C -3.409 0.783 0.356 0.00
C -1.750 1.435 2.632 0.00
C -2.028 3.312 0.528 0.01
C 2.043 0.610 -3.393 0.01
C 1.722 3.302 -2.250 0.02
C -0.520 1.982 -3.605 0.03
H -1.953 -3.949 1.631 0.00
H 0.286 -4.524 0.781 0.00
H 1.621 -1.136 2.263 -0.01
H 0.536 0.032 2.960 -0.01
H 2.295 0.164 3.321 0.02
H 0.788 2.941 2.152 0.00
H 1.882 3.387 0.819 0.00
H 2.559 2.873 2.396 0.01
H 3.649 -0.376 0.354 0.00
H 4.207 1.077 1.236 0.01
H 3.638 1.221 -0.453 0.00
H -4.230 1.295 0.881 0.00
H -3.420 -0.283 0.630 0.00
H -3.558 0.884 -0.728 0.00
H -2.685 1.855 3.034 0.00
H -0.910 2.019 3.028 0.00
H -1.637 0.399 2.997 0.00
H -2.971 3.627 1.000 0.00
H -2.089 3.502 -0.553 0.00
H -1.178 3.862 0.963 0.00
H 2.253 1.024 -4.390 0.01
H 1.585 -0.382 -3.467 0.00
H 2.969 0.525 -2.815 0.00
H 1.921 3.751 -3.234 0.01
H 2.671 3.186 -1.703 0.00
H 1.079 3.976 -1.665 0.00
H -0.177 2.169 -4.632 0.01
H -1.110 2.836 -3.241 0.00
H -1.158 1.090 -3.595 0.00
C -0.688 -2.075 -2.750 0.23
C -1.566 -1.951 -3.869 0.06
C -1.392 -2.790 -4.966 0.05
C -0.327 -3.705 -5.005 0.22
C 0.566 -3.774 -3.934 0.06
C 0.394 -2.966 -2.817 0.07
S -1.070 -1.353 -1.232 0.37
H 1.108 -0.899 -0.889 0.07
H -2.400 -1.250 -3.795 -0.01
H -2.078 -2.703 -5.811 0.00
H -0.255 -4.399 -5.846 0.00
H 1.418 -4.453 -3.978 0.01
H 1.046 -3.076 -1.955 0.00
C -0.694 -1.233 7.127 0.00
C -0.864 -0.992 5.703 0.00
N -1.026 -0.798 4.569 0.00
H -0.696 -0.271 7.660 0.00
H 0.261 -1.745 7.313 0.00
H -1.518 -1.853 7.509 0.00
```

Energy relative to the best compared isomer or geometry (same formula, charge and spin) ... 56.99 kJ/mol
Multiplicity ... 3
⟨S²⟩ ... 2.030
Charge ... +3
Molecular weight ... 604.49 Da
HOMO level (alpha / beta) ... -16.77 / -16.74 eV
Gap between HOMO and LUMO (alpha / beta) ... 6.67 / 3.91 eV